(1)
Below is a molecular structure, C45H42CsN4O2S2Se, with properties calculated with ωB97M-V/def2-TZVPD.

Geometry as XYZ:
```
97
Properties=species:S:1:pos:R:3:mulliken_charge:R:1
Cs -2.293 -0.705 -1.963 1.419
C 1.256 -6.400 -4.644 -1.062
C 0.001 -6.064 -3.836 -0.910
C 0.262 -5.870 -2.360 0.852
C 0.507 -6.998 -1.578 -0.424
C 0.700 -6.907 -0.212 -1.020
C 0.631 -5.660 0.396 -0.454
C 0.387 -4.515 -0.346 0.381
C 0.297 -3.170 0.323 0.878
C 1.558 -2.318 0.187 -0.696
C 0.219 -4.608 -1.740 -0.452
N -0.067 -3.431 -2.457 -0.247
C 0.785 -3.104 -3.370 -0.046
C 0.710 -1.984 -4.243 -0.273
C 1.660 -1.631 -5.225 -0.931
C 1.197 -0.455 -5.804 -0.670
C -0.012 -0.162 -5.142 -0.670
N -0.312 -1.075 -4.215 -0.126
H 1.007 -6.586 -5.690 0.359
H 1.746 -7.291 -4.246 0.324
H 1.978 -5.584 -4.611 0.277
H -0.711 -6.888 -3.947 0.472
H -0.478 -5.176 -4.249 0.393
H 0.529 -7.970 -2.062 0.402
H 0.879 -7.797 0.379 0.384
H 0.755 -5.571 1.471 0.486
H 0.065 -3.308 1.379 -0.403
H -0.545 -2.648 -0.128 -0.162
H 2.439 -2.872 0.521 0.158
H 1.469 -1.416 0.798 0.111
H 1.720 -2.021 -0.851 0.303
H 1.688 -3.715 -3.495 0.340
H 2.564 -2.173 -5.466 0.445
H 1.661 0.116 -6.595 0.391
H -0.663 0.689 -5.304 0.498
Se -4.711 -0.391 1.153 0.321
N -4.637 0.465 -0.362 -0.687
C -4.786 1.774 -0.046 0.617
C -4.749 2.836 -0.982 -0.716
C -4.939 4.116 -0.538 -0.359
C -5.182 4.394 0.830 -0.632
C -5.239 3.387 1.755 -0.579
C -5.050 2.053 1.328 0.937
N -5.139 0.964 2.129 -0.877
H -4.562 2.616 -2.025 0.404
H -4.901 4.937 -1.244 0.387
H -5.327 5.421 1.143 0.385
H -5.428 3.580 2.803 0.442
O -1.790 1.894 -2.285 -0.724
S -1.377 3.051 -1.448 0.569
C -1.030 2.310 0.176 0.032
C -0.580 3.289 1.216 0.274
C 0.595 3.065 1.923 -0.290
C 1.022 3.962 2.891 -1.105
C 0.280 5.104 3.152 -0.579
C -0.897 5.334 2.452 -0.878
C -1.331 4.429 1.497 0.119
C 0.328 3.459 -1.975 -1.439
C 0.753 4.796 -1.441 0.688
C 0.064 5.948 -1.812 -0.236
C 0.420 7.184 -1.295 -0.690
C 1.473 7.284 -0.397 -0.415
C 2.170 6.143 -0.026 -0.577
C 1.812 4.909 -0.546 -0.252
H -0.296 1.516 0.022 0.502
H -1.964 1.816 0.459 -0.549
H 1.181 2.179 1.707 0.848
H 1.937 3.770 3.438 0.433
H 0.614 5.811 3.902 0.413
H -1.487 6.219 2.659 0.443
H -2.264 4.596 0.971 0.385
H 0.250 3.455 -3.063 0.566
H 0.995 2.649 -1.679 0.375
H -0.767 5.873 -2.505 0.421
H -0.129 8.069 -1.589 0.389
H 1.748 8.247 0.014 0.393
H 2.989 6.211 0.678 0.398
H 2.349 4.019 -0.243 0.288
C 4.280 -3.092 3.547 -0.543
C 4.492 -2.311 4.814 0.608
O 5.464 -1.649 5.044 -0.539
S 3.183 -2.474 6.078 -0.146
C 1.790 -2.005 5.073 -0.461
C 0.800 -2.928 4.750 -0.362
C -0.241 -2.569 3.914 -0.487
C -0.311 -1.285 3.353 0.210
C 0.669 -0.357 3.729 -0.741
C 1.703 -0.708 4.579 -0.147
C -1.314 -0.953 2.392 -1.281
C -2.142 -0.683 1.526 0.276
H 4.984 -2.758 2.787 0.327
H 3.257 -2.994 3.187 -0.046
H 4.452 -4.147 3.770 0.292
H 0.862 -3.935 5.144 0.426
H -1.002 -3.292 3.651 0.521
H 0.606 0.649 3.337 0.831
H 2.459 0.018 4.851 0.491
```

The molar mass comes out at 946.86 g/mol. As for the total charge: -1.


(2)
Below is a molecular structure, C45H42N4O7P2PbS, with properties calculated with ωB97M-V/def2-TZVPD.

Geometry as XYZ:
```
102
Properties=species:S:1:pos:R:3:mulliken_charge:R:1
Pb 1.152 0.956 1.779 1.216
O -0.313 6.100 5.578 -0.692
C -0.079 5.082 4.926 0.277
C 1.096 4.175 5.090 0.111
O 1.953 4.252 5.976 -0.738
C 1.006 3.194 4.010 0.549
C -0.153 3.459 3.213 0.132
O -0.467 2.824 2.157 0.139
C -0.925 4.532 3.832 0.111
O -2.072 4.899 3.548 -0.731
O 1.819 2.231 3.793 -0.891
C -2.169 0.062 -2.801 -1.543
C -2.594 1.499 -2.517 -1.503
P -1.497 2.245 -1.180 2.093
C -2.506 3.760 -0.881 0.195
C -2.775 4.108 0.436 -0.133
C -3.496 5.253 0.730 -0.748
C -3.958 6.060 -0.294 -0.497
C -3.691 5.722 -1.614 -0.770
C -2.967 4.582 -1.907 -0.297
C -0.221 3.041 -2.212 0.218
C 0.286 4.277 -1.826 -0.751
C 1.285 4.879 -2.564 -0.612
C 1.810 4.244 -3.677 -0.650
C 1.345 2.991 -4.035 -0.345
C 0.333 2.393 -3.310 -0.804
P -1.241 -0.547 -1.302 1.834
C -0.908 -2.294 -1.796 0.394
C -0.445 -3.088 -0.750 0.467
C -0.106 -4.408 -0.955 -0.431
C -0.213 -4.962 -2.223 -0.800
C -0.637 -4.175 -3.276 -0.692
C -0.973 -2.846 -3.071 -0.857
C -2.764 -0.871 -0.316 1.417
C -3.532 -2.017 -0.498 -1.020
C -4.674 -2.226 0.254 -0.748
C -5.073 -1.288 1.188 -0.756
C -4.330 -0.132 1.356 -0.760
C -3.182 0.074 0.611 -0.796
H -1.493 0.013 -3.659 0.577
H -3.029 -0.588 -3.005 0.768
H -3.608 1.513 -2.103 0.558
H -2.586 2.110 -3.425 0.594
H -2.368 3.511 1.241 0.104
H -3.656 5.512 1.766 0.509
H -4.512 6.963 -0.074 0.368
H -4.032 6.366 -2.416 0.380
H -2.736 4.344 -2.938 0.227
H -0.104 4.756 -0.938 0.463
H 1.679 5.839 -2.259 0.373
H 2.601 4.714 -4.250 0.339
H 1.790 2.463 -4.867 0.410
H 0.002 1.401 -3.574 0.148
H -0.351 -2.635 0.227 -0.359
H 0.259 -5.006 -0.134 0.369
H 0.039 -6.003 -2.391 0.309
H -0.703 -4.599 -4.271 0.368
H -1.300 -2.253 -3.913 0.262
H -3.236 -2.761 -1.225 0.368
H -5.252 -3.129 0.107 0.409
H -5.958 -1.466 1.786 0.364
H -4.637 0.604 2.083 0.512
H -2.584 0.961 0.768 0.436
C 5.339 -1.649 -2.939 -1.922
C 3.808 -1.668 -3.039 2.863
C 3.273 -2.835 -2.200 -1.326
C 3.383 -1.857 -4.503 -1.794
C 3.272 -0.413 -2.508 -1.259
C 2.555 0.320 -1.866 0.456
H 5.755 -2.595 -3.290 0.423
H 5.628 -1.506 -1.901 0.353
H 5.758 -0.836 -3.531 0.413
H 3.707 -3.778 -2.534 0.476
H 2.190 -2.897 -2.283 0.053
H 3.522 -2.679 -1.153 0.313
H 3.712 -2.831 -4.868 0.421
H 3.813 -1.084 -5.139 0.428
H 2.299 -1.808 -4.585 0.253
S 1.730 -1.950 1.771 -0.210
C 2.806 -2.395 3.065 0.560
C 3.145 -1.495 4.078 -0.740
C 4.002 -1.877 5.088 -0.725
C 4.548 -3.152 5.109 -0.421
C 4.223 -4.050 4.103 -0.530
C 3.355 -3.680 3.099 -0.453
H 2.734 -0.496 4.052 0.472
H 4.256 -1.165 5.861 0.419
H 5.229 -3.442 5.898 0.339
H 4.662 -5.043 4.097 0.347
H 3.098 -4.374 2.310 0.381
N -0.450 -3.803 2.760 0.175
C -1.648 -3.431 3.203 0.610
N -2.513 -4.409 3.631 -0.477
N -2.100 -2.212 3.230 -0.697
C -1.468 -1.189 2.774 0.630
N -1.021 -0.200 2.381 -0.348
H -0.194 -4.774 2.765 0.178
H 0.270 -3.114 2.414 -0.555
H -2.115 -5.276 3.952 0.216
H -3.315 -4.071 4.137 0.281
O 1.906 1.283 -1.332 -0.255
O 2.497 1.760 -0.116 -0.788
```

The molar mass comes out at 1052.07 g/mol. As for the total charge: -2.


Number 1: largest force on an atom 1.12 eV/A, gap between HOMO and LUMO 6.217 eV. Number 2: largest force on an atom 1.53 eV/A, gap between HOMO and LUMO 5.534 eV.